(1)
Density functional theory data (ωB97M-V/def2-TZVPD) for a 8-piece molecular cluster, C26H44O20 overall at a distorted geometry.

Geometry as XYZ:
```
90
Properties=species:S:1:pos:R:3:mulliken_charge:R:1
O -1.220 3.754 -2.232 -0.41
H -0.035 -5.093 -3.146 0.40
C -2.400 1.733 3.748 -0.88
H 5.887 -5.505 0.793 0.36
H 0.726 2.993 -5.709 0.46
C 0.974 0.285 -1.352 -0.20
H -2.271 -1.856 2.006 0.45
O 1.552 2.878 -6.196 -0.58
C 4.844 -5.796 0.848 -1.52
C 1.284 0.739 3.915 -0.69
O 3.971 -3.603 0.376 -0.40
C -1.364 -0.595 -1.656 -1.27
H -1.843 5.577 -0.513 0.40
C -1.377 2.904 -3.255 0.51
C 1.654 3.187 4.838 -0.41
O -1.218 3.225 6.743 -0.55
H -2.334 2.639 4.357 0.30
H 4.304 -5.003 -1.081 0.27
H -1.799 0.330 -2.031 0.13
H 2.191 1.461 -4.783 -0.01
C -2.697 5.067 -0.967 -1.78
O 1.302 1.382 -0.471 -0.45
H -2.981 5.668 -1.827 0.44
C 0.303 1.601 0.389 0.03
H -0.695 -3.444 -3.078 0.45
C -3.996 2.887 2.105 -0.50
H -0.538 -2.188 1.890 -0.24
O -0.678 0.700 0.224 0.55
O -2.613 2.395 -3.263 -0.38
H 2.628 3.460 5.245 0.31
C 2.500 2.402 -5.230 -0.23
C -2.330 3.625 -1.308 1.92
H -2.259 -2.471 4.066 0.33
H 0.795 0.684 -2.349 0.18
C -0.238 -0.332 -0.646 1.59
C 1.453 -3.512 -5.022 -0.48
H 1.763 -0.460 -1.333 0.19
C -4.333 0.893 1.050 0.73
C 0.169 -4.066 -2.845 -1.45
C -0.266 2.989 6.059 0.69
O -3.833 0.592 2.249 -0.32
C 1.474 -3.612 -3.490 0.71
C 2.368 -1.637 -4.144 0.39
H -2.253 0.878 4.403 0.53
O 2.897 -0.586 -4.082 -0.51
O 0.711 3.837 5.691 -0.36
H -3.046 3.363 1.847 0.26
H -4.617 1.764 3.797 0.47
C 1.365 1.701 5.097 0.48
O 0.072 1.728 5.699 -0.34
H -3.458 5.118 -0.184 0.37
H 0.449 -3.472 -5.446 0.27
H 2.175 -6.099 0.749 0.33
O 1.826 -4.101 0.444 -0.29
H 1.929 -4.415 -5.407 0.34
H 2.000 -5.543 -0.953 0.13
O 1.817 -2.294 -3.090 -0.04
H 2.141 1.318 5.769 0.30
H 4.490 -5.763 1.879 0.37
H -1.623 1.755 2.984 -0.19
C -3.389 2.987 -2.229 -0.38
H 2.263 0.490 3.508 0.53
C -1.313 -1.752 2.521 0.14
H -4.671 3.590 2.590 0.40
C 2.448 -5.340 0.019 -0.30
H 3.435 2.249 -5.767 0.27
O -1.363 -2.522 3.726 -0.61
H -3.931 2.235 -1.654 0.22
O -0.613 2.773 -4.167 -0.61
H -2.143 -1.184 -1.169 0.42
O 0.282 2.449 1.229 -0.62
H 1.650 3.486 3.788 0.21
H -4.087 3.712 -2.642 0.36
H -2.087 3.074 -0.402 -0.69
H -1.026 -1.155 -2.529 0.08
H 2.254 -4.319 -3.195 0.05
O 2.272 -2.387 -5.259 -0.36
C 3.930 -4.977 -0.056 0.47
H 2.621 3.203 -4.496 0.24
H 0.276 -3.984 -1.761 0.20
H 0.670 1.208 3.139 -0.45
C 2.739 -3.124 0.523 0.72
H 0.736 -0.177 4.135 0.30
O 2.481 -1.962 0.684 -0.50
O -4.462 2.250 0.916 -0.35
H 4.715 -6.832 0.518 0.39
H -1.109 -0.699 2.720 -0.10
C -3.777 1.744 3.101 0.17
H 0.077 -1.237 -0.134 -0.80
O -4.580 0.136 0.168 -0.56
```

Computed properties:
- LUMO energy (eV) = 0.1
- SMILES = C[C@H]1COC(=O)O1.C[C@H]1COC(=O)O1.C[C@H]1COC(=O)O1.C[C@H]1COC(=O)O1.C[C@H]1COC(=O)O1.C[C@H]1COC(=O)O1.CO.CO
- E_HOMO (eV) = -9.087
- energy relative to the best compared isomer or geometry (same formula, charge and spin) (kJ/mol) = 0.0
- net charge = 0
- gap between HOMO and LUMO (eV) = 9.15

=====

(2)
Density functional theory data (ωB97M-V/def2-TZVPD) for a 7-piece molecular cluster, C30H53B2O19 overall at a distorted geometry.

Geometry as XYZ:
```
104
Properties=species:S:1:pos:R:3:mulliken_charge:R:1
H -2.031 4.687 -1.293 0.39
O 7.893 1.903 2.665 -0.30
C -4.045 -1.681 -4.334 0.60
O 3.561 1.471 4.675 -0.14
H -5.999 -4.573 -0.146 0.16
H -1.571 -1.255 2.314 0.39
C -1.626 5.107 -0.368 -1.55
H -6.579 -6.285 -0.888 0.23
H 6.895 4.112 5.707 0.38
H 0.452 4.684 -0.759 0.28
C 5.417 2.767 4.900 1.32
C -5.036 5.633 -3.618 0.57
C 8.709 2.587 3.522 0.62
C 4.199 1.149 5.840 0.54
O -4.662 -1.431 -5.529 -0.37
O -4.334 -7.759 -0.111 -0.62
O -0.318 -2.031 0.856 -0.13
H -2.364 4.981 0.431 0.34
H -6.301 4.846 -5.191 0.38
C -3.199 -2.991 -0.852 -0.31
H -3.532 -2.423 -6.915 0.24
C -5.701 -5.500 -0.810 -0.53
C -4.289 -3.665 -5.320 -0.59
C 8.738 1.087 1.873 -0.52
O -3.658 -2.989 -4.247 -0.24
H 5.984 4.781 4.333 0.35
H 5.244 4.655 5.948 0.44
H -0.624 -4.036 0.600 -0.24
H -6.057 4.178 -2.353 0.28
H 3.375 3.509 4.702 0.25
H 12.031 0.483 2.749 0.35
H 1.451 -0.766 3.996 0.39
O 0.649 2.749 1.157 -0.10
O 5.238 2.004 6.083 -0.42
H -2.442 -2.165 -0.484 -0.02
H 1.861 -4.613 -0.149 0.07
H 4.071 2.839 3.204 0.34
H 0.910 -5.926 0.864 0.22
C -5.054 4.444 -2.705 -0.52
H -4.591 3.564 -3.158 0.36
H -7.171 5.780 -3.950 0.36
O 1.534 -2.090 -0.489 -0.58
H -1.493 6.187 -0.500 0.37
C -0.520 -1.514 2.159 -0.60
H -1.353 2.691 0.736 0.39
O -3.867 -0.848 -3.462 -0.55
O 1.535 4.032 2.834 -0.54
H -5.720 -1.952 -7.966 0.36
H 11.142 -0.295 1.419 0.37
C 1.317 -5.651 -0.215 -0.82
H -3.532 -4.728 1.511 -0.37
H 0.333 -5.137 -2.235 0.22
H -0.231 -2.282 2.885 0.23
H 0.047 0.305 4.226 0.42
O -4.296 4.896 -1.597 -0.30
C -0.415 2.985 0.252 -0.68
C 0.373 -0.310 2.173 1.44
H -2.714 -5.076 -1.635 -0.07
C 0.874 0.055 3.556 -1.49
C 9.909 0.856 2.779 0.51
C -6.244 5.714 -4.529 -1.46
C -0.307 4.458 0.000 0.55
H -5.508 -3.715 -7.852 0.37
C 5.909 4.161 5.232 -1.62
C -4.453 -2.578 -6.339 0.52
B -3.169 -5.356 0.585 0.84
C 0.845 3.919 1.836 0.47
H 11.469 1.455 1.401 0.35
H -5.239 -4.075 -4.961 0.30
H 1.992 -6.525 -0.622 0.33
H -5.334 -5.196 -1.888 -0.10
C 4.046 2.746 4.293 -0.61
O -4.105 6.958 -0.620 -0.55
H -3.843 -7.981 -0.977 0.26
H 8.232 0.156 1.601 0.33
O 0.161 4.948 1.247 -0.36
O 1.448 -0.718 1.342 -0.29
H -0.658 -3.274 -1.172 0.03
H -4.220 -2.879 -0.280 0.17
C -0.043 -5.506 -1.166 -0.39
C -5.626 -2.795 -7.272 -1.47
H -0.651 -6.502 -1.264 0.21
H -3.306 -2.816 -2.028 -0.17
O 9.977 2.074 3.507 -0.33
C 11.206 0.604 2.039 -1.47
H -6.569 -2.846 -6.716 0.36
B -4.397 -6.275 -0.095 0.13
H -2.362 -6.150 0.976 -0.27
H 1.551 0.915 3.499 0.11
O 3.883 0.223 6.568 -0.59
O -5.024 6.719 -2.704 -0.34
H -3.662 -4.485 -5.683 0.36
H 8.992 1.636 0.960 0.31
C -4.443 6.254 -1.556 0.64
H 9.715 0.046 3.492 0.27
H -0.284 2.396 -0.660 0.43
H -4.112 5.675 -4.207 0.25
H -0.110 0.556 1.704 -0.41
C 0.941 -1.652 0.481 0.34
C -0.901 -4.249 -0.527 0.39
H 6.146 2.247 4.267 -0.22
C -2.521 -4.478 -0.646 -0.04
O 8.356 3.532 4.206 -0.52
H -6.196 6.621 -5.142 0.35
```

Computed properties:
- LUMO energy (eV) = 1.7
- E_HOMO (eV) = -3.328
- net charge = -1
- gap between HOMO and LUMO (eV) = 5.02

=====

(3)
Density functional theory data (ωB97M-V/def2-TZVPD) for C15H21N3O2S in the gas phase at a distorted geometry.

Geometry as XYZ:
```
42
Properties=species:S:1:pos:R:3:nbo_charge:R:1
H -2.291 0.189 -4.127 0.43
C 5.981 -0.672 2.932 -0.62
C -3.242 -0.748 0.812 -0.21
H 0.855 1.461 -0.617 0.23
H -3.582 -1.518 0.138 0.24
N -0.720 0.341 -2.797 -0.27
H 6.726 -0.862 2.164 0.21
H 1.333 -1.496 -1.221 0.21
H 3.234 0.791 -0.531 0.15
H -4.309 -1.508 2.495 0.22
C -0.713 0.357 -1.505 0.38
H 5.643 1.918 2.273 0.22
C -3.648 -0.735 2.134 -0.20
H -2.036 2.042 3.183 0.22
H 2.402 -1.765 0.934 0.19
C 4.744 -0.036 2.305 0.11
C -3.210 0.261 2.990 -0.20
H -3.529 0.266 4.022 0.22
C 1.622 -0.445 -1.253 -0.40
C -1.964 1.260 1.199 -0.24
H 4.587 -1.297 -0.578 0.48
S -4.479 0.030 -2.104 -0.24
H 0.261 0.099 0.349 0.23
C -2.396 0.251 0.347 0.21
O 3.935 -1.004 -1.232 -0.72
N -2.018 0.229 -3.160 -0.38
H 4.005 0.182 3.095 0.16
H 5.740 1.057 0.732 0.21
H 2.344 -0.099 1.569 0.17
C 5.105 1.267 1.590 -0.64
C 2.958 -0.278 -0.528 0.08
H 5.714 -1.618 3.396 0.22
H 6.403 -0.012 3.684 0.21
H 4.214 1.789 1.250 0.21
C -2.846 0.159 -2.088 0.21
C 2.902 -0.790 0.928 -0.09
C -2.369 1.257 2.521 -0.21
C 0.510 0.424 -0.663 -0.46
N -1.992 0.250 -1.003 -0.43
H -1.333 2.051 0.821 0.22
O 4.199 -1.018 1.435 -0.56
H 1.771 -0.175 -2.298 0.24
```

Computed properties:
- LUMO energy (eV) = 0.5
- SMILES = CC(C)OC[C@@H](O)CCc1n[nH]c(=S)n1-c1ccccc1
- E_HOMO (eV) = -7.911
- energy relative to the best compared isomer or geometry (same formula, charge and spin) (kJ/mol) = 187.8
- net charge = 0
- gap between HOMO and LUMO (eV) = 8.44

=====

(4)
Density functional theory data (ωB97M-V/def2-TZVPD) for C32H29BrN9O5RuS as an isolated structure at a distorted geometry.

Geometry as XYZ:
```
78
Properties=species:S:1:pos:R:3:mulliken_charge:R:1
H 4.874 0.409 2.147 -0.01
O 3.247 3.854 1.971 -0.58
C -5.846 -2.992 -4.967 0.40
C -1.521 0.187 3.475 -0.71
H -0.299 1.961 3.195 -0.19
N -5.830 -1.306 -3.326 -0.17
C -4.809 -5.176 -4.906 -0.54
H 7.679 1.438 -0.151 0.43
N 4.124 -0.207 1.861 0.23
H -6.877 -2.504 -6.788 0.42
C -4.718 -0.094 -1.620 0.71
H -2.551 -0.020 3.781 0.39
Br -4.865 -7.064 -7.044 -0.22
O 0.269 2.565 0.937 -0.45
C 7.169 1.781 0.737 -0.71
H 4.995 -0.728 4.313 0.27
C 0.178 3.103 -2.581 -0.32
C 3.688 2.743 1.826 0.30
H -1.076 1.826 4.804 0.47
C -4.715 -0.742 -2.902 0.08
C 5.397 -1.716 4.099 -1.09
C -5.990 -4.445 -6.894 -0.39
S 1.701 -0.571 0.929 -0.49
H 4.638 -1.877 0.717 0.32
N 3.114 2.014 -1.243 -0.33
C 5.688 -1.881 2.614 -0.54
C -2.327 -0.272 -3.131 -1.11
C 5.150 2.449 1.849 -0.24
N 2.804 1.691 1.626 0.14
H -0.381 -0.331 1.851 -0.13
C -3.493 0.418 -1.123 0.07
H -6.317 -4.645 -7.902 0.40
C 2.012 2.348 -1.265 0.24
C 7.880 1.988 1.910 -0.46
O -3.241 2.891 4.033 -0.67
C 5.804 2.011 0.698 0.36
C -4.523 1.221 0.786 -0.13
H 6.483 -1.191 2.321 0.26
H -3.533 -1.179 -4.637 0.49
H 6.304 -1.846 4.683 0.34
C 2.979 0.350 1.489 0.54
C -6.298 -3.258 -6.280 -0.53
H -4.436 1.779 1.709 0.53
C -5.753 0.716 0.380 -1.04
N -6.105 -1.794 -4.457 -0.76
C -5.250 -5.403 -6.207 0.05
H 1.838 2.016 1.441 -0.12
H 8.946 1.812 1.934 0.41
H 6.036 -2.894 2.419 0.39
C 7.231 2.441 3.047 -0.68
H -1.891 -0.987 1.817 0.27
H -4.766 -3.795 -3.277 0.40
H 5.239 1.856 -0.208 0.61
O -2.392 2.795 1.995 -0.70
H -6.613 0.855 1.011 0.46
H -6.799 -0.315 -1.198 0.54
C -2.270 0.294 -1.841 0.83
H -1.420 -0.304 -3.714 0.48
H 7.786 2.617 3.956 0.42
C 5.868 2.683 3.017 -0.21
N -0.083 3.003 -0.235 -0.56
C -1.203 1.662 3.734 -0.02
C -2.387 2.537 3.247 0.46
N -3.423 1.078 0.065 -0.28
Ru -1.556 1.722 0.506 1.04
H -4.244 -5.937 -4.388 0.39
N -0.214 3.283 -3.645 -0.46
O -1.182 0.732 -1.283 -0.41
C -5.857 0.062 -0.832 -0.31
C -3.504 -0.754 -3.644 -0.35
H -0.857 -0.436 4.087 0.40
H 3.599 -2.192 2.116 0.38
C -5.099 -3.987 -4.287 -0.11
N -1.369 -0.148 2.059 -0.13
H 5.352 3.045 3.893 0.48
H 4.670 -2.453 4.428 0.33
C 4.454 -1.608 1.763 -0.72
C 0.688 2.815 -1.301 1.11
```

Computed properties:
- LUMO energy (spin up / spin down) (eV) = -2.3 / -2.1
- E_HOMO (spin up / spin down) (eV) = -6.561 / -6.555
- spin multiplicity = 2
- net charge = 0
- gap between HOMO and LUMO (spin up / spin down) (eV) = 4.22 / 4.44

=====

(5)
Density functional theory data (ωB97M-V/def2-TZVPD) for C8H24FeO8 as an isolated structure at a distorted geometry.

Geometry as XYZ:
```
41
Properties=species:S:1:pos:R:3:nbo_charge:R:1
Fe -0.162 -0.011 0.075 2.03
C -0.566 -2.464 -1.850 -0.12
O -1.778 -1.248 0.878 -0.75
O -2.725 -1.222 -1.815 -0.71
H 2.182 2.963 -0.165 0.23
C -1.351 -1.616 2.131 -0.12
H -2.066 -2.389 -3.305 0.25
C 2.258 1.968 0.273 -0.10
H -2.738 -1.237 0.898 0.55
O -1.165 1.218 -1.260 -0.76
O 4.325 1.452 -0.940 -0.72
H -1.435 -0.817 2.867 0.21
H 1.809 -1.153 1.742 0.55
H 1.666 1.945 1.188 0.19
H 5.114 0.941 -0.744 0.51
H -1.103 -3.105 -1.151 0.20
C -1.628 -1.670 -2.613 -0.11
C -1.767 2.299 0.855 -0.12
C 0.086 -2.124 1.914 -0.12
H 0.507 -2.570 2.816 0.26
O 0.360 -1.635 -1.067 -0.79
C 3.721 1.663 0.375 -0.13
H -0.047 -3.157 -2.514 0.26
O -0.836 1.400 1.502 -0.79
H -2.040 -2.343 2.560 0.26
H 2.272 0.819 -1.186 0.56
H -1.333 1.342 -2.197 0.57
H -1.195 -0.807 -3.119 0.19
O 0.877 -0.991 1.578 -0.76
H -3.041 -1.928 -1.246 0.48
H -2.178 2.955 -1.187 0.26
H 1.197 -2.102 -1.004 0.54
O 1.613 0.966 -0.504 -0.79
H -1.891 3.241 1.391 0.27
H -2.732 1.802 0.961 0.22
C -1.360 2.485 -0.640 -0.12
H 0.148 -2.921 1.173 0.21
H -0.463 3.084 -0.795 0.22
H 3.856 0.776 0.994 0.17
H 4.379 2.457 0.731 0.26
H -0.769 1.733 2.399 0.56
```

Computed properties:
- LUMO energy (spin up / spin down) (eV) = -9.6 / -14.6
- E_HOMO (spin up / spin down) (eV) = -19.639 / -19.628
- spin multiplicity = 6
- net charge = +3
- gap between HOMO and LUMO (spin up / spin down) (eV) = 10.07 / 5.07

=====

(6)
Density functional theory data (ωB97M-V/def2-TZVPD) for C7H22MnN4O7 as an isolated structure at a distorted geometry.

Geometry as XYZ:
```
41
Properties=species:S:1:pos:R:3:nbo_charge:R:1
N 1.515 -1.384 -0.932 -0.25
N -0.623 -0.361 -1.577 -0.20
O -1.878 0.164 -1.752 -0.50
H -1.354 -2.680 -3.655 0.26
H 1.997 0.378 2.280 0.41
C 1.883 -2.868 -2.807 -0.70
H -1.666 -2.361 1.118 0.51
H -0.422 -3.131 0.601 0.50
H -2.796 1.697 4.785 0.23
O -0.683 -2.261 1.010 -0.97
C 1.516 1.656 -0.557 -0.81
H 1.072 2.640 -0.205 0.35
H -1.675 -0.960 -3.928 0.27
C -1.809 1.738 4.318 -0.29
H -1.845 2.846 0.105 0.54
H 1.724 1.434 -1.625 0.19
H 2.492 1.396 -0.114 0.18
H -1.366 2.752 4.407 0.22
C -1.109 1.015 2.191 0.97
H 0.330 1.103 3.696 0.42
H 1.270 -3.632 -3.285 0.25
O 2.638 -2.154 -0.509 -0.54
H 2.465 -2.367 -3.589 0.27
N 0.023 0.670 2.830 -0.47
H 3.052 -1.679 0.233 0.48
H -1.324 3.062 -1.357 0.49
O -2.119 1.468 2.912 -0.44
O -1.255 0.760 0.976 -0.72
C 1.064 -1.876 -2.082 0.27
H 1.023 -1.020 2.288 0.40
H -1.932 1.058 -1.235 0.53
Mn 0.433 0.126 -0.052 1.43
H 0.240 4.035 1.369 0.45
N 1.059 -0.007 2.086 -0.69
C -0.890 -1.687 -3.721 -0.69
O -2.066 2.656 -0.849 -0.96
H 2.589 -3.337 -2.121 0.28
H -0.204 -1.690 -4.583 0.25
C -0.198 -1.312 -2.454 0.21
O -0.008 3.145 0.985 -1.32
H -1.163 0.964 4.799 0.18
```

Computed properties:
- LUMO energy (spin up / spin down) (eV) = -4.8 / -4.7
- E_HOMO (spin up / spin down) (eV) = -10.320 / -10.344
- energy relative to the best compared isomer or geometry (same formula, charge and spin) (kJ/mol) = 0.0
- spin multiplicity = 5
- net charge = +1
- gap between HOMO and LUMO (spin up / spin down) (eV) = 5.57 / 5.60